# 1
Entry from the Open Molecules 2025 dataset: a cluster of 4 separate species, C3H13O3S in total in a non-equilibrium geometry (ωB97M-V/def2-TZVPD).

The geometry in XYZ format:
```
20
Properties=species:S:1:pos:R:3
S -0.588 1.202 0.248
O -0.490 1.312 -2.964
O 6.526 1.412 3.031
O 2.511 1.140 -0.380
C -2.190 -1.007 -0.525
C -1.026 -0.551 0.433
C -3.370 -1.789 0.135
H 1.560 0.888 -0.225
H -2.626 -0.049 -0.854
H -2.962 -2.783 0.355
H 6.225 1.059 3.876
H 2.364 1.818 -1.051
H -3.836 -1.304 0.986
H -1.816 -1.641 -1.324
H -4.108 -1.908 -0.673
H -0.231 -1.174 0.056
H -0.798 2.208 -3.075
H 6.653 0.659 2.460
H -1.337 -0.735 1.465
H -0.463 1.242 -1.973
```

* energy above the lowest of the compared OMol25 structures with the same formula, charge and spin: 22.5 kcal per mole
* highest occupied orbital energy: -3.23 eV
* F_max: 2.3 eV/Å
* spin multiplicity: 1
* energy: -20300.7351 eV
* LUMO: 3.0 eV
* net charge: -1
* Kohn-Sham gap: 6.273 eV

natural (NBO) population analysis, charges in e, atoms 1 to 4: atom 1 (S): -0.661, atom 2 (O): -1.007, atom 3 (O): -0.936, atom 4 (O): -1.000

# 2
Entry from the Open Molecules 2025 dataset: a structure of composition C3H13O4Ti2 in a non-equilibrium geometry (ωB97M-V/def2-TZVPD).

The geometry in XYZ format:
```
22
Properties=species:S:1:pos:R:3
Ti -0.218 -2.049 -0.476
Ti 1.858 -1.217 -0.094
O -0.639 -0.757 1.738
O 0.736 1.466 0.431
O -0.504 0.198 -1.973
O 0.357 -0.551 -0.134
C 0.384 -0.392 -2.899
C -1.760 0.009 1.257
C 0.984 1.132 1.826
H 1.546 1.928 2.315
H -1.401 1.001 0.984
H -0.015 -0.825 1.011
H -0.272 -0.674 -3.723
H -2.544 0.164 1.998
H -0.174 0.069 -1.081
H -0.392 0.056 0.026
H 1.195 0.220 -3.294
H 0.070 1.001 2.406
H 0.459 0.694 -0.069
H 0.899 -1.259 -2.486
H -2.176 -0.453 0.362
H 1.608 0.240 1.875
```

* highest occupied orbital energy (alpha / beta): -11.09 / -14.38 eV
* F_max: 15.8 eV/Å
* spin multiplicity: 7
* energy: -57716.9252 eV
* LUMO (alpha / beta): -4.3 / -4.9 eV
* net charge: +1
* Kohn-Sham gap (alpha / beta): 6.841 / 9.434 eV

natural (NBO) population analysis, charges in e, atoms 1 to 4: atom 1 (Ti): 0.804, atom 2 (Ti): 0.752, atom 3 (O): -0.725, atom 4 (O): -0.716

# 3
Entry from the Open Molecules 2025 dataset: a structure of composition C3H14N2O in a non-equilibrium geometry (ωB97M-V/def2-TZVPD).

The geometry in XYZ format:
```
20
Properties=species:S:1:pos:R:3
O 1.061 -1.287 2.969
N 0.932 1.989 -2.191
N -0.442 -1.367 0.695
C -0.938 0.423 -1.132
C -1.493 -0.461 0.085
C 0.479 0.763 -0.858
H -1.006 -0.213 -2.021
H -0.582 -2.383 0.756
H -0.259 -1.204 1.723
H 0.629 -1.910 3.574
H 0.660 2.975 -2.132
H 1.199 -0.529 3.556
H 0.722 1.642 -3.128
H 0.678 1.540 -0.123
H -1.977 0.100 0.876
H -1.630 1.253 -1.212
H -2.149 -1.139 -0.452
H 0.478 -1.233 0.284
H 1.359 0.162 -1.071
H 1.952 2.080 -2.153
```

* energy above the lowest of the compared OMol25 structures with the same formula, charge and spin: 36.1 kcal per mole
* highest occupied orbital energy: -19.47 eV
* F_max: 5.7 eV/Å
* spin multiplicity: 1
* energy: -8348.0938 eV
* LUMO: -8.0 eV
* net charge: +2
* Kohn-Sham gap: 11.446 eV

natural (NBO) population analysis, charges in e, atoms 1 to 4: atom 1 (O): -0.964, atom 2 (N): -0.770, atom 3 (N): -0.715, atom 4 (C): -0.486

# 4
Entry from the Open Molecules 2025 dataset: a cluster of 3 separate species, C3H14N2O2 in total in a non-equilibrium geometry (ωB97M-V/def2-TZVPD).

The geometry in XYZ format:
```
21
Properties=species:S:1:pos:R:3
O 0.877 -0.987 -2.750
O 0.393 1.923 3.407
N -0.668 0.074 -0.519
N 1.377 1.385 -0.746
C 0.335 0.905 0.138
C -1.472 -2.317 -0.268
C -1.151 -0.976 0.412
H 1.767 2.265 -0.453
H -0.672 -2.679 -0.900
H -1.811 -2.957 0.533
H 1.201 -1.779 -2.293
H 0.639 -0.397 -2.006
H -0.285 1.325 3.028
H -0.328 -1.249 1.108
H -1.420 0.659 -0.852
H -2.292 -2.144 -0.978
H -0.030 1.805 0.634
H 2.094 0.688 -0.900
H 1.082 1.219 3.394
H 0.786 0.405 1.007
H -1.998 -0.618 1.015
```

* energy above the lowest of the compared OMol25 structures with the same formula, charge and spin: 15.7 kcal per mole
* highest occupied orbital energy (alpha / beta): 0.80 / -5.92 eV
* F_max: 2.1 eV/Å
* spin multiplicity: 2
* energy: -10411.6868 eV
* LUMO (alpha / beta): 3.8 / 3.7 eV
* net charge: -1
* Kohn-Sham gap (alpha / beta): 3.015 / 9.659 eV

natural (NBO) population analysis, charges in e, atoms 1 to 4: atom 1 (O): -0.982, atom 2 (O): -1.131, atom 3 (N): -0.679, atom 4 (N): -0.878

# 5
Entry from the Open Molecules 2025 dataset: a cluster of 3 separate species, C3H14N2O2 in total in a non-equilibrium geometry (ωB97M-V/def2-TZVPD).

The geometry in XYZ format:
```
21
Properties=species:S:1:pos:R:3
O -0.428 3.145 0.035
O 1.835 -3.009 4.229
N -2.673 0.795 -1.662
N -0.339 0.231 -1.237
C -1.734 -0.250 -1.279
C 0.486 -0.180 -0.100
C 1.952 -0.258 -0.445
H -2.956 1.431 -0.933
H 0.428 0.620 0.652
H 2.293 0.676 -0.892
H 1.482 -2.109 4.278
H 0.509 3.031 0.225
H -1.984 -0.532 -0.262
H 1.114 -3.617 4.430
H -1.852 -0.999 -2.058
H -0.744 2.248 -0.146
H 0.115 -1.057 0.438
H 2.546 -0.476 0.441
H -2.421 1.309 -2.490
H 2.197 -1.075 -1.131
H 0.176 0.075 -2.091
```

* energy above the lowest of the compared OMol25 structures with the same formula, charge and spin: 24.8 kcal per mole
* highest occupied orbital energy: -8.99 eV
* F_max: 2.0 eV/Å
* spin multiplicity: 1
* energy: -10412.7165 eV
* LUMO: 0.6 eV
* Kohn-Sham gap: 9.607 eV
* SMILES string: CCNCN.O.O

natural (NBO) population analysis, charges in e, atoms 1 to 4: atom 1 (O): -0.947, atom 2 (O): -0.943, atom 3 (N): -0.853, atom 4 (N): -0.674

# 6
Entry from the Open Molecules 2025 dataset: a cluster of 3 separate species, C3H14N2O2 in total in a non-equilibrium geometry (ωB97M-V/def2-TZVPD).

The geometry in XYZ format:
```
21
Properties=species:S:1:pos:R:3
O -1.869 -3.979 -1.342
O 0.666 3.374 -0.945
N 0.672 1.031 0.752
N 0.103 -1.494 -1.481
C -0.587 -0.502 -0.696
C 1.182 1.492 2.036
C 0.010 -0.256 0.698
H 0.787 0.815 2.790
H 0.897 2.507 2.283
H -0.844 -0.224 1.379
H -0.606 0.422 -1.280
H 0.222 -1.305 -2.455
H -2.582 -3.926 -0.682
H -1.477 -3.098 -1.408
H 1.307 1.114 -0.031
H 0.479 -2.304 -1.034
H 2.261 1.346 2.152
H -0.063 3.991 -1.037
H -1.661 -0.696 -0.555
H 0.476 2.797 -0.181
H 0.627 -1.105 1.038
```

* energy above the lowest of the compared OMol25 structures with the same formula, charge and spin: 28.7 kcal per mole
* highest occupied orbital energy: -8.92 eV
* F_max: 1.4 eV/Å
* spin multiplicity: 1
* energy: -10412.5464 eV
* LUMO: 0.8 eV
* Kohn-Sham gap: 9.766 eV
* SMILES string: CNCCN.O.O

natural (NBO) population analysis, charges in e, atoms 1 to 4: atom 1 (O): -0.957, atom 2 (O): -0.971, atom 3 (N): -0.669, atom 4 (N): -0.900